1.
24
Properties=species:S:1:pos:R:3:forces:R:3:mulliken_charge:R:1 method="wB97M-V/def2-TZVPD" energy_ha=-401.71340 de_lowest_kcal_mol=109.1 lumo_ev="0.94 / 0.94" multiplicity=1
C 1.10635 0.56409 -0.38145 -0.15 0.36 -0.44 1.50
C 0.80406 -0.74520 0.24857 -1.09 0.76 0.55 -1.02
C -0.80166 0.32846 1.57714 0.62 -1.06 0.61 -0.51
C 0.19695 -1.82352 -0.56628 -0.14 0.05 -0.13 -1.55
C -1.82195 -0.76274 1.53507 0.05 0.01 0.11 -0.94
N 2.00407 1.32881 0.45281 0.62 0.70 0.39 -0.67
N 1.60686 0.49387 -1.74525 0.07 -0.08 0.10 -0.67
C -1.12782 1.15724 -1.17727 0.81 -0.09 0.58 -0.65
N -0.24244 1.23090 -0.24527 -0.20 0.34 -1.19 -0.32
H 1.36806 -1.00377 1.13286 0.16 0.04 -0.13 0.48
H 2.96845 1.29371 0.14102 -0.14 -0.58 -0.15 0.30
H 1.81174 2.32349 0.50442 -0.63 -0.17 -0.13 0.22
H 1.09228 -0.15240 -2.32908 -0.02 0.00 0.04 0.24
H 1.59139 1.41250 -2.17509 -0.01 -0.06 -0.01 0.26
H -0.00442 0.25244 2.30298 -0.08 -0.24 0.21 0.35
H -1.25306 1.30579 1.70675 0.05 0.00 -0.46 0.39
H -0.00083 -2.71479 0.03082 -0.10 0.09 -0.02 0.36
H -0.75320 -1.47231 -1.01908 0.09 -0.12 0.08 0.29
H 0.82850 -2.14995 -1.40504 0.02 0.11 0.06 0.42
H -2.14232 1.47541 -0.95366 0.07 0.13 0.00 0.34
H -0.92250 0.77702 -2.17626 0.02 -0.15 0.00 0.30
H -2.64512 -0.55437 2.22903 0.03 -0.02 -0.06 0.37
H -2.26904 -0.82959 0.53359 0.00 -0.02 0.02 0.26
H -1.39436 -1.73510 1.77868 -0.04 0.01 -0.04 0.24


2.
24
Properties=species:S:1:pos:R:3:forces:R:3:mulliken_charge:R:1 method="wB97M-V/def2-TZVPD" energy_ha=-401.73920 de_lowest_kcal_mol=92.9 lumo_ev=0.90 multiplicity=1
C 0.20082 -1.64781 0.30789 -0.48 -0.07 -1.14 -0.76
C 1.13052 0.63216 0.00152 -2.15 -0.22 -1.26 -0.41
C -1.41567 0.86058 1.58820 -0.10 0.02 -0.23 -0.92
C 1.49848 -2.37076 0.24058 0.24 0.02 -0.11 -1.51
C 0.95680 1.83542 -0.91578 0.55 0.11 0.34 -1.29
N -1.44545 0.18702 0.30630 0.12 -0.50 -0.08 0.29
C -0.17062 -0.33650 -0.18367 2.54 2.50 1.99 1.24
N -2.22250 0.91369 -0.63162 0.07 -0.11 -0.23 -0.76
N -0.15266 -0.98386 -1.42807 0.56 -2.21 1.05 -0.87
H -0.49945 -2.06803 1.02896 -0.75 -0.50 -0.97 0.46
H -1.67202 1.62761 -1.10521 0.07 0.01 0.08 0.26
H -2.51771 0.26167 -1.35318 -0.05 0.10 0.18 0.28
H -0.90264 -1.64203 -1.62046 -0.76 0.54 0.20 0.29
H 2.01436 0.08073 -0.30621 -0.04 -0.13 0.10 0.37
H 1.22222 0.92385 1.04695 -0.03 -0.08 0.03 0.33
H -0.98800 1.87246 1.54221 0.08 -0.04 0.01 0.26
H -0.83946 0.26257 2.29366 0.02 0.00 0.05 0.35
H -2.44109 0.94977 1.94458 0.05 -0.02 0.05 0.33
H 2.05478 -2.28322 1.17796 0.08 0.08 0.02 0.31
H 2.09699 -2.03197 -0.60257 0.09 0.03 0.19 0.41
H 1.30506 -3.43945 0.09033 0.02 0.17 0.04 0.40
H 0.19826 2.52273 -0.54150 -0.04 0.04 -0.04 0.18
H 1.90241 2.37928 -0.96616 -0.11 0.17 -0.20 0.41
H 0.68658 1.49410 -1.91469 0.02 0.08 -0.07 0.36